1.
Here is C5H11NO in the gas phase from OMol25. Energies are from wB97M-V/def2-TZVPD.

Output
total energy = -8899.963 eV
HOMO energy = -0.3127 Ha
SMILES = CNCCCC=O
2S+1 = 1
energy above the lowest of the compared OMol25 structures with the same formula, charge and spin = 167.4 kJ/mol

Each line ends with the Mulliken charge.
CARTESIAN COORDINATES (ANGSTROEM)
O: -1.817 2.277 1.436  -0.483
C: -1.403 1.177 1.660  0.019
C: 0.065 0.824 1.608  -0.627
C: 0.466 -0.546 1.126  -0.579
C: -0.152 -0.946 -0.258  -0.655
C: 0.586 -0.351 -2.524  -0.936
N: -0.033 0.045 -1.269  -0.177
H: -2.118 0.347 1.812  0.353
H: 0.569 1.638 1.081  0.299
H: 0.383 0.962 2.653  0.392
H: 0.166 -1.332 1.819  0.300
H: 1.541 -0.586 0.947  0.311
H: 0.401 -1.860 -0.513  0.354
H: -1.197 -1.245 -0.070  0.273
H: 0.089 -1.199 -2.992  0.289
H: 0.566 0.465 -3.245  0.322
H: 1.633 -0.618 -2.323  0.345
H: 0.255 0.949 -0.948  0.200

2.
Here is 7 unconnected molecules or ions with the total composition C25H39O13 from OMol25. Energies are from wB97M-V/def2-TZVPD.

Output
total energy = -53171.754 eV
HOMO energy (alpha / beta) = -0.3589 / -0.3588 Ha
2S+1 = 2
energy above the lowest of the compared OMol25 structures with the same formula, charge and spin = 0.0 kJ/mol

Each line ends with the Löwdin spin population.
CARTESIAN COORDINATES (ANGSTROEM)
C: -0.176 0.722 -0.137  0.078
O: -0.212 2.100 0.206  0.862
H: -1.032 0.466 -0.761  0.028
H: 0.742 0.410 -0.636  -0.003
H: -0.363 0.108 0.743  0.029
O: 2.648 2.301 2.492  0.001
C: 3.501 2.048 1.660  0.000
O: 4.813 2.062 1.899  0.000
C: 5.534 1.770 0.689  0.000
C: 4.545 2.081 -0.470  0.000
C: 3.216 1.732 0.192  -0.001
H: 5.831 0.729 0.558  0.000
H: 6.448 2.363 0.666  0.000
H: 4.792 1.526 -1.376  0.000
H: 4.495 3.127 -0.771  0.000
H: 2.967 0.676 0.090  0.000
H: 2.412 2.305 -0.271  -0.001
O: -6.569 2.195 -3.210  0.000
C: -5.345 2.023 -3.038  0.000
O: -4.879 0.883 -2.693  0.000
C: -3.523 1.001 -2.331  0.001
C: -3.186 2.492 -2.451  0.000
C: -4.242 3.017 -3.291  0.000
H: -2.934 0.369 -2.996  0.000
H: -3.374 0.672 -1.303  0.001
H: -2.175 2.788 -2.730  0.000
H: -3.204 2.986 -1.479  0.000
H: -4.058 2.961 -4.364  0.000
H: -4.537 4.047 -3.089  0.000
O: 3.567 -0.840 -3.123  0.000
C: 2.808 -0.220 -3.814  0.000
O: 2.481 -0.747 -5.050  0.000
C: 1.439 0.060 -5.622  0.000
C: 0.967 0.981 -4.420  0.000
C: 2.218 1.135 -3.584  0.000
H: 0.609 -0.534 -6.004  0.000
H: 1.737 0.640 -6.496  0.000
H: 0.203 0.390 -3.914  0.000
H: 0.541 1.908 -4.804  0.000
H: 1.965 1.369 -2.550  0.000
H: 2.861 1.902 -4.015  0.000
O: 0.072 1.147 3.530  0.001
C: 0.298 0.036 3.990  0.000
O: -0.205 -0.258 5.166  0.000
C: 0.380 -1.519 5.589  0.000
C: 1.061 -2.108 4.352  0.000
C: 1.142 -1.030 3.363  0.001
H: -0.530 -2.094 5.757  0.000
H: 0.948 -1.446 6.517  0.000
H: 0.502 -2.952 3.949  0.000
H: 2.044 -2.492 4.626  0.000
H: 0.619 -1.228 2.427  0.001
H: 2.096 -0.522 3.224  0.000
O: -0.853 -3.423 1.354  0.000
C: -0.072 -3.142 0.437  0.000
O: -0.354 -3.130 -0.849  0.000
C: 0.671 -2.606 -1.638  0.000
C: 1.931 -2.853 -0.830  0.000
C: 1.409 -2.701 0.590  0.000
H: 0.538 -1.535 -1.793  0.000
H: 0.618 -3.084 -2.616  0.000
H: 2.758 -2.209 -1.131  0.000
H: 2.341 -3.840 -1.046  0.000
H: 1.605 -1.653 0.816  0.000
H: 1.934 -3.276 1.353  0.000
O: -4.044 -1.390 5.351  0.000
C: -3.886 -1.197 4.197  0.000
O: -4.108 -2.166 3.353  0.000
C: -4.014 -1.690 2.012  0.000
C: -3.128 -0.451 2.153  0.000
C: -3.681 0.056 3.429  0.000
H: -5.007 -1.445 1.635  0.000
H: -3.678 -2.572 1.467  0.000
H: -3.270 0.233 1.316  0.000
H: -2.084 -0.757 2.220  0.000
H: -4.586 0.645 3.283  0.000
H: -2.999 0.646 4.042  0.000

3.
Here is a molecular structure, C24H54O3OsP2 from OMol25. Energies are from wB97M-V/def2-TZVPD.

Output
total energy = -52900.700 eV
HOMO energy (alpha / beta) = -0.7803 / -0.7962 Ha
total charge = +4
2S+1 = 5

Each line ends with the Löwdin spin population.
CARTESIAN COORDINATES (ANGSTROEM)
Os: 0.341 -0.177 -0.776  1.031
C: 1.104 -0.377 -2.456  0.147
O: 1.610 -0.490 -3.514  0.153
C: 0.954 1.566 -0.551  0.172
O: 1.359 2.662 -0.438  0.161
P: -1.816 0.437 -1.680  0.164
C: -3.154 1.185 -0.620  0.020
H: -3.937 1.523 -1.311  0.002
C: -1.642 1.779 -2.999  0.173
H: -0.830 2.398 -2.576  0.004
C: -2.778 -0.952 -2.457  0.027
H: -2.992 -1.589 -1.584  0.011
C: 2.567 -2.977 -0.121  0.031
P: 2.224 -1.204 0.369  0.151
H: 3.473 -1.602 2.383  0.005
H: 1.681 -3.494 0.277  0.009
C: 3.916 -0.416 0.039  0.179
H: 4.625 -1.243 0.206  0.020
C: -1.183 1.256 -4.360  0.037
H: -2.033 0.945 -4.986  0.001
H: -0.457 0.442 -4.307  0.006
H: -0.682 2.082 -4.889  0.022
C: -2.866 2.686 -3.215  0.056
H: -2.759 3.202 -4.181  0.021
H: -2.967 3.460 -2.446  0.001
H: -3.807 2.123 -3.269  0.005
C: -4.113 -0.531 -3.075  0.007
H: -4.767 0.020 -2.388  0.000
H: -4.663 -1.437 -3.367  0.001
H: -3.971 0.063 -3.986  0.001
C: -1.953 -1.779 -3.440  0.019
H: -2.346 -2.807 -3.455  0.004
H: -0.895 -1.837 -3.153  0.009
H: -2.020 -1.381 -4.461  0.003
C: -3.791 0.166 0.327  0.009
H: -4.660 -0.328 -0.130  0.000
H: -4.146 0.663 1.240  0.001
H: -3.085 -0.617 0.628  0.002
C: -2.647 2.423 0.106  0.004
H: -1.924 2.131 0.878  0.003
H: -3.488 2.933 0.599  0.000
H: -2.163 3.147 -0.558  0.000
C: 3.829 -3.582 0.515  0.010
H: 4.035 -3.255 1.539  0.001
H: 4.717 -3.370 -0.095  0.002
H: 3.713 -4.675 0.550  0.002
C: 2.600 -3.201 -1.628  0.012
H: 3.457 -2.693 -2.090  0.002
C: 2.043 -0.190 3.016  0.024
H: 1.683 -2.860 -2.118  0.007
H: 2.705 -4.277 -1.829  0.001
C: 1.625 -2.650 2.758  0.009
H: 0.975 -0.156 3.250  0.009
H: 2.604 -0.180 3.967  0.002
H: 2.283 0.735 2.485  0.001
C: 2.396 -1.435 2.226  0.019
H: 1.390 -2.504 3.823  0.000
H: 2.218 -3.568 2.683  0.000
H: 0.674 -2.814 2.232  0.001
C: 4.279 0.730 0.983  0.040
H: 3.567 1.563 0.890  0.007
H: 5.270 1.116 0.700  0.020
H: 4.341 0.425 2.032  0.000
C: 4.097 0.083 -1.391  0.020
H: 3.818 -0.647 -2.156  0.002
H: 5.159 0.333 -1.542  0.012
H: 3.518 1.002 -1.562  0.003
H: 0.225 -1.392 0.401  0.065
H: -1.098 -0.923 -0.360  0.068
C: -0.892 3.310 3.961  0.112
C: -0.202 2.624 2.804  0.091
O: -0.532 1.265 2.537  0.473
C: -1.663 0.626 3.153  0.104
C: -1.320 -0.125 4.426  0.048
H: -1.960 3.446 3.772  0.015
H: -0.445 4.310 4.046  0.011
H: -0.726 2.786 4.913  0.001
H: -0.396 3.195 1.883  0.000
H: 0.883 2.621 2.956  0.012
H: -2.482 1.356 3.322  0.052
H: -1.982 -0.102 2.389  0.031
H: -0.647 0.455 5.063  0.001
H: -0.844 -1.090 4.216  0.017
H: -2.237 -0.339 4.979  0.019

4.
Here is C4H7N3S in the gas phase from OMol25. Energies are from wB97M-V/def2-TZVPD.

Output
total energy = -19562.939 eV
HOMO energy = -0.2788 Ha
SMILES = N/N=C1/C=C(N)CS1
2S+1 = 1
energy above the lowest of the compared OMol25 structures with the same formula, charge and spin = 466.9 kJ/mol

Each line ends with the Mulliken charge.
CARTESIAN COORDINATES (ANGSTROEM)
C: -1.109 -0.261 0.166  0.348
C: 1.102 1.344 0.105  -0.446
C: 1.311 0.006 0.075  0.623
C: 0.292 -0.893 0.056  -0.728
H: -4.186 -0.722 0.125  0.241
H: -3.271 0.476 -0.841  0.210
H: 1.708 1.893 -0.712  0.301
H: 1.339 1.922 1.162  0.264
H: 3.406 0.103 0.022  0.282
H: 2.596 -1.794 -0.277  0.213
H: 0.451 -1.950 0.113  0.264
N: -3.315 -0.142 0.023  -0.525
N: -2.182 -0.819 0.076  -0.291
N: 2.551 -0.761 -0.074  -0.538
S: -0.693 1.599 -0.019  -0.219

5.
Here is 2 unconnected molecules or ions with the total composition H4NO2PS from OMol25. Energies are from wB97M-V/def2-TZVPD.

Output
total energy = -25770.901 eV
HOMO energy = -0.3419 Ha
2S+1 = 1
energy above the lowest of the compared OMol25 structures with the same formula, charge and spin = 538.5 kJ/mol

Each line ends with the Mulliken charge.
CARTESIAN COORDINATES (ANGSTROEM)
N: -1.124 -0.475 -1.588  -0.580
O: 1.459 -0.616 2.587  -0.362
O: -0.652 1.966 -0.622  -0.509
P: 2.792 -1.180 2.385  0.321
S: -1.822 1.110 -0.938  0.386
H: -0.324 -0.764 -0.972  0.275
H: -1.858 -1.199 -1.608  0.260
H: 3.536 -0.277 3.193  0.041
H: -2.008 1.434 -2.436  0.168

6.
Here is a molecular structure, C28H54OP2W from OMol25. Energies are from wB97M-V/def2-TZVPD.

Output
total energy = -52339.983 eV
HOMO energy (alpha / beta) = -0.5128 / -0.4898 Ha
total charge = +2
2S+1 = 3

Each line ends with the Löwdin spin population.
CARTESIAN COORDINATES (ANGSTROEM)
W: 0.238 0.130 -0.175  1.587
C: 2.213 0.799 -0.569  0.031
C: 1.391 0.820 -1.810  0.019
C: 0.460 2.336 -0.275  0.002
C: 1.693 1.827 0.317  -0.003
C: 0.296 1.788 -1.590  0.078
C: 3.557 0.166 -0.478  0.014
H: 3.628 -0.774 -1.018  0.000
H: 3.886 -0.014 0.545  0.000
H: 4.294 0.842 -0.931  0.002
C: 2.485 2.393 1.425  -0.003
H: 3.314 1.784 1.728  0.001
H: 1.937 2.437 2.366  -0.001
H: 2.709 3.433 1.240  -0.002
C: -0.350 3.471 0.246  0.002
H: 0.007 4.419 -0.193  -0.001
H: -0.227 3.565 1.308  0.000
H: -1.426 3.405 0.051  0.000
C: -0.512 2.483 -2.628  0.020
H: 0.126 3.283 -3.031  0.006
H: -1.393 2.981 -2.212  0.001
H: -0.838 1.858 -3.472  0.000
C: 1.998 0.484 -3.086  0.000
H: 2.796 1.236 -3.244  -0.001
H: 1.296 0.531 -3.922  0.000
H: 2.489 -0.504 -3.084  0.000
C: -0.505 -3.203 -1.604  0.005
C: 0.663 -2.893 -2.200  0.007
C: 1.000 -3.388 -3.598  0.001
C: 0.212 -2.660 -4.736  0.000
C: -0.809 -1.638 -4.310  0.000
C: -1.974 -2.002 -3.742  0.000
C: -2.300 -3.448 -3.462  0.000
C: -1.533 -4.114 -2.279  0.001
H: 0.824 -4.480 -3.675  0.000
H: -0.321 -3.457 -5.301  0.000
H: 2.096 -3.242 -3.764  0.000
H: -1.052 -5.045 -2.635  0.000
H: -0.846 -2.765 -0.659  0.007
H: 1.404 -2.203 -1.768  0.007
H: -2.275 -4.417 -1.500  0.000
H: -3.397 -3.533 -3.283  0.000
H: -2.772 -1.269 -3.531  0.000
H: -2.081 -4.051 -4.371  0.000
H: 0.935 -2.201 -5.449  0.000
H: -0.589 -0.579 -4.552  0.000
P: 1.141 -1.436 1.843  0.027
C: 2.239 -0.588 3.035  -0.005
H: 2.459 -1.318 3.817  -0.001
H: 1.735 0.264 3.459  0.000
H: 3.150 -0.233 2.546  0.000
C: -0.007 -2.317 2.986  0.016
H: 0.625 -2.774 3.754  0.002
H: -0.550 -3.095 2.441  0.000
H: -0.715 -1.624 3.448  0.000
C: 2.315 -2.779 1.404  0.003
H: 1.785 -3.580 0.891  0.000
H: 2.726 -3.124 2.359  0.000
H: 3.115 -2.380 0.776  0.000
P: -2.452 0.163 0.179  0.028
C: -3.261 1.244 -1.082  0.003
H: -4.289 0.881 -1.124  0.000
H: -2.787 1.232 -2.061  0.000
H: -3.260 2.262 -0.674  0.000
C: -3.438 -1.367 0.518  0.011
H: -3.667 -1.904 -0.409  0.000
H: -4.349 -1.017 1.009  0.001
H: -2.903 -2.017 1.215  0.000
C: -3.220 1.100 1.556  0.003
H: -4.276 1.165 1.284  0.000
H: -2.793 2.101 1.574  0.000
H: -3.084 0.554 2.487  0.000
C: 0.610 3.931 3.220  0.002
C: 0.230 2.301 3.237  0.011
C: 0.857 1.783 4.556  -0.003
C: -1.220 2.142 3.408  0.020
O: 0.281 1.317 2.351  0.097
H: 1.151 4.091 4.190  0.000
H: -0.371 4.437 3.332  0.000
H: 1.211 4.448 2.442  0.000
H: 0.389 2.542 5.212  0.000
H: 0.444 0.817 4.832  0.000
H: 1.929 1.871 4.649  0.000
H: -1.645 2.775 2.574  0.000
H: -1.454 1.051 3.274  0.001
H: -1.397 2.487 4.406  0.004

| no. | maximum force (eV/A) |
| --- | --- |
| 1 | 1.7 |
| 2 | 6.5 |
| 3 | 8.8 |
| 4 | 10.7 |
| 5 | 4.3 |
| 6 | 7.6 |